(1)
Formula: C2H4O3
Source: the Open Molecules 2025 dataset
Level of theory: ωB97M-V with the def2-TZVPD basis set

Last column: Mulliken charge in e.
Positions of all 9 atoms, in Å:
O -1.292 0.541 0.364  -0.493
C -0.307 1.148 0.652  0.322
O -0.314 2.404 0.984  -0.387
H 0.706 0.684 0.676  0.161
H 0.543 2.611 1.383  0.366
C 0.149 -1.827 -1.027  0.125
O 0.963 -2.070 -1.873  -0.425
H -0.240 -0.845 -0.776  0.108
H -0.209 -2.645 -0.383  0.222

Summary:
Energy, hartree: -304.28882
SMILES string: O=CO.C=O
Frontier orbital gap, hartree: 0.37211
Energy relative to the best compared isomer or geometry (same formula, charge and spin), kJ/mol: 138.8
Net charge: 0

(2)
Formula: C2H4O3S2
Source: the Open Molecules 2025 dataset
Level of theory: ωB97M-V with the def2-TZVPD basis set

Last column: Mulliken charge in e.
Positions of all 11 atoms, in Å:
O -2.806 0.637 -1.016  -0.497
C -2.263 0.046 -0.124  0.678
O -2.819 -0.195 1.078  -0.461
S -0.622 -0.609 -0.255  -0.237
H -3.706 0.202 1.043  0.327
H -0.570 -1.127 0.981  0.195
O 2.020 1.726 -0.020  -0.398
C 1.955 0.505 0.512  -0.019
S 2.621 -0.800 -0.164  -0.260
H 1.558 2.359 0.543  0.351
H 1.407 0.456 1.458  0.320

Summary:
Energy, hartree: -1100.68954
SMILES string: O=C(O)S.OC=S
Frontier orbital gap, hartree: 0.34105
Energy relative to the best compared isomer or geometry (same formula, charge and spin), kJ/mol: 12.9
Net charge: 0

(3)
Formula: C2H4O4Si
Source: the Open Molecules 2025 dataset
Level of theory: ωB97M-V with the def2-TZVPD basis set

Last column: Mulliken charge in e.
Positions of all 11 atoms, in Å:
C -0.789 -0.690 -2.574  -0.578
C -1.261 -0.441 -1.470  0.376
O 1.027 -1.245 1.466  -0.432
O 1.169 1.119 -0.096  -0.405
O -0.154 1.129 2.200  -0.475
O -1.491 -0.105 -0.255  -0.614
Si 0.350 0.196 0.957  0.755
H -0.911 -0.948 -3.567  0.333
H 0.443 -1.870 1.969  0.344
H 1.666 0.707 -0.782  0.326
H -0.049 2.148 2.152  0.368

Summary:
Energy, hartree: -669.11610
Frontier orbital gap, hartree: 0.29524
Energy relative to the best compared isomer or geometry (same formula, charge and spin), kJ/mol: 132.5
Net charge: 0